1.
ORCA calculation (wB97M-V/def2-TZVPD) on C12H18F9Ni2O9 as an isolated structure.

CARTESIAN COORDINATES (ANGSTROEM)
Ni (-0.90, -0.03, 1.22)
Ni (-2.06, -0.94, 3.39)
O (-0.41, 0.20, 3.15)
H (0.15, 0.76, 3.67)
O (-2.78, 0.26, 1.91)
H (-3.67, 0.18, 1.55)
O (-1.34, -1.99, 1.86)
H (-1.77, -2.85, 1.87)
C (-2.12, -4.70, -1.50)
C (-1.90, -3.29, -0.95)
O (-2.15, -2.37, -1.99)
C (-1.76, -1.11, -1.87)
O (-1.35, -0.59, -0.87)
C (-2.04, -0.34, -3.18)
F (-1.58, 0.91, -3.03)
F (-1.42, -0.90, -4.20)
F (-3.35, -0.26, -3.38)
H (-3.09, -4.75, -1.98)
H (-2.09, -5.41, -0.67)
H (-1.33, -4.93, -2.21)
H (-0.89, -3.16, -0.54)
H (-2.56, -3.13, -0.10)
C (1.38, 4.24, 3.06)
C (1.40, 3.15, 1.99)
O (0.78, 3.64, 0.79)
C (-0.03, 2.93, 0.07)
O (-0.28, 1.75, 0.27)
C (-0.52, 3.64, -1.21)
F (0.18, 3.20, -2.26)
F (-1.80, 3.32, -1.40)
F (-0.36, 4.95, -1.13)
H (2.15, 4.99, 2.90)
H (1.53, 3.73, 4.01)
H (0.41, 4.74, 3.03)
H (0.85, 2.30, 2.38)
H (2.44, 2.83, 1.88)
C (1.83, -0.10, -2.42)
C (2.01, -1.43, -1.70)
O (2.78, -1.30, -0.50)
C (2.22, -0.87, 0.59)
O (1.03, -0.66, 0.72)
C (3.17, -0.80, 1.80)
F (2.94, -1.82, 2.62)
F (4.45, -0.87, 1.41)
F (2.99, 0.36, 2.43)
H (1.29, -0.28, -3.35)
H (2.79, 0.38, -2.59)
H (1.28, 0.57, -1.76)
H (2.45, -2.22, -2.32)
H (1.06, -1.90, -1.44)

Computed properties:
2S+1: 5
Charge: +1
Energy above the lowest of the compared OMol25 structures with the same formula, charge and spin in kcal per mole: 14.4
<S²>: 6.007
LUMO energy (spin up / spin down) in eV: -4.03 / -4.07

Atom charges from the natural (NBO) analysis, given in e for atoms 1 to 8: number 1, Ni, carries 1.6206; number 2, Ni, carries 1.5291; number 3, O, carries -1.2653; number 4, H, carries 0.4912; number 5, O, carries -1.2317; number 6, H, carries 0.4870; number 7, O, carries -1.2283; number 8, H, carries 0.4779

2.
ORCA calculation (wB97M-V/def2-TZVPD) on C18H22Cl2O2Sn as an isolated structure.

CARTESIAN COORDINATES (ANGSTROEM)
C (-0.75, 0.93, -2.91)
C (-1.59, -0.19, -2.60)
C (-0.76, -1.34, -2.40)
C (-3.09, -0.18, -2.58)
C (0.61, -0.92, -2.56)
C (0.61, 0.48, -2.88)
C (1.83, 1.33, -3.14)
C (-1.25, 2.32, -3.21)
C (-1.26, -2.74, -2.19)
C (1.81, -1.83, -2.52)
Sn (-0.03, 0.40, -0.27)
Cl (-2.40, 0.40, 0.53)
Cl (0.10, 2.67, -0.33)
O (1.99, 0.28, 0.08)
H (-3.47, 0.81, -2.26)
H (-3.48, -0.95, -1.90)
H (-3.46, -0.39, -3.61)
H (-2.09, -2.75, -1.45)
H (-0.45, -3.39, -1.84)
H (-1.65, -3.11, -3.15)
H (1.67, -2.64, -1.78)
H (2.72, -1.26, -2.28)
H (1.93, -2.30, -3.52)
H (2.71, 0.93, -2.61)
H (1.68, 2.38, -2.81)
H (2.01, 1.30, -4.24)
H (-2.07, 2.61, -2.53)
H (-1.62, 2.29, -4.25)
H (-0.43, 3.05, -3.11)
H (2.08, -0.61, 0.50)
O (2.85, 4.44, -0.65)
H (3.81, 4.43, -0.52)
C (0.08, -0.57, 1.59)
C (0.06, -0.50, 2.84)
C (0.08, -0.54, 4.22)
C (-0.99, 0.02, 4.96)
C (-0.96, 0.07, 6.37)
C (0.15, -0.45, 7.06)
C (1.22, -1.02, 6.34)
C (1.18, -1.06, 4.93)
H (-1.85, 0.43, 4.40)
H (-1.80, 0.51, 6.91)
H (0.18, -0.42, 8.14)
H (2.09, -1.43, 6.87)
H (2.02, -1.50, 4.37)

Computed properties:
Charge: -2
LUMO energy in eV: 4.47

Atom charges from the natural (NBO) analysis, given in e for atoms 1 to 8: number 1, C, carries -0.1234; number 2, C, carries -0.1184; number 3, C, carries -0.1862; number 4, C, carries -0.6325; number 5, C, carries -0.0380; number 6, C, carries -0.1525; number 7, C, carries -0.6528; number 8, C, carries -0.6405

3.
ORCA calculation (wB97M-V/def2-TZVPD) on C30H27F5N6O2PS4Tc as an isolated structure.

CARTESIAN COORDINATES (ANGSTROEM)
Tc (-0.59, 0.12, 0.72)
F (4.66, 1.28, 5.92)
C (3.88, 0.83, 4.96)
C (2.75, 1.53, 4.60)
F (2.45, 2.67, 5.22)
C (1.93, 1.05, 3.60)
F (0.85, 1.77, 3.31)
C (2.21, -0.14, 2.93)
S (1.28, -0.86, 1.63)
C (3.35, -0.83, 3.33)
F (3.67, -1.98, 2.75)
C (4.18, -0.36, 4.33)
F (5.26, -1.04, 4.68)
N (-3.91, -7.63, -0.64)
C (-3.48, -6.51, -0.01)
C (-4.25, -5.33, -0.05)
C (-3.81, -4.19, 0.57)
C (-2.59, -4.20, 1.25)
C (-1.82, -5.36, 1.31)
C (-2.26, -6.50, 0.70)
S (-1.98, -2.73, 1.90)
O (-0.87, -3.01, 2.76)
O (-3.07, -1.96, 2.45)
N (-1.46, -1.79, 0.62)
C (-0.74, -2.19, -0.49)
N (-0.05, -1.10, -0.94)
C (0.73, -1.26, -2.00)
C (0.81, -2.47, -2.65)
C (0.04, -3.50, -2.14)
N (-0.73, -3.38, -1.06)
H (-4.82, -7.67, -1.05)
H (-3.42, -8.50, -0.52)
H (-5.20, -5.33, -0.57)
H (-4.41, -3.28, 0.56)
H (-0.88, -5.35, 1.85)
H (-1.68, -7.41, 0.75)
H (1.31, -0.40, -2.31)
H (1.43, -2.59, -3.52)
H (0.04, -4.48, -2.61)
N (-1.64, 0.83, 2.50)
C (-3.08, 1.11, 2.21)
C (-3.20, 1.68, 0.82)
N (-2.54, 0.73, -0.12)
H (-1.58, 0.09, 3.19)
H (-1.20, 1.65, 2.90)
H (-3.51, 1.79, 2.94)
H (-3.60, 0.16, 2.27)
H (-2.66, 2.62, 0.74)
H (-4.24, 1.84, 0.56)
H (-2.49, 1.12, -1.06)
H (-3.08, -0.14, -0.18)
S (3.17, 1.17, -0.39)
P (1.76, 2.42, -0.96)
S (0.11, 2.32, 0.29)
C (2.26, 4.16, -0.93)
C (1.50, 5.17, -0.34)
C (1.92, 6.49, -0.44)
C (3.09, 6.80, -1.12)
C (3.85, 5.79, -1.70)
C (3.44, 4.47, -1.61)
C (1.23, 2.17, -2.67)
C (0.07, 2.78, -3.14)
C (-0.31, 2.63, -4.47)
C (0.48, 1.87, -5.33)
C (1.64, 1.28, -4.87)
C (2.03, 1.43, -3.54)
H (0.59, 4.92, 0.20)
H (1.33, 7.27, 0.02)
H (3.41, 7.83, -1.19)
H (4.77, 6.04, -2.23)
H (4.03, 3.68, -2.06)
H (-0.53, 3.38, -2.47)
H (-1.21, 3.11, -4.83)
H (0.18, 1.76, -6.37)
H (2.26, 0.70, -5.55)
H (2.94, 0.97, -3.18)

Computed properties:
2S+1: 2
Charge: +1
Energy above the lowest of the compared OMol25 structures with the same formula, charge and spin in kcal per mole: 9.1
<S²>: 1.134
LUMO energy (spin up / spin down) in eV: -4.41 / -5.15

Atom charges from the Löwdin analysis, given in e for atoms 1 to 8: number 1, Tc, carries 0.9698; number 2, F, carries 0.1728; number 3, C, carries -0.1180; number 4, C, carries -0.1336; number 5, F, carries 0.1485; number 6, C, carries -0.2158; number 7, F, carries 0.0558; number 8, C, carries -0.4394

4.
ORCA calculation (wB97M-V/def2-TZVPD) on C10H19CoN2O2S6Sb as an isolated structure.

CARTESIAN COORDINATES (ANGSTROEM)
Co (0.32, -0.48, 0.04)
S (0.68, -2.08, 4.02)
Sb (2.39, -1.43, 2.53)
S (1.56, -2.26, 0.43)
S (0.66, 0.23, 2.16)
C (-3.34, -2.39, -0.37)
C (-2.03, -1.70, -0.53)
N (-1.27, -1.42, 0.47)
O (-1.70, -1.84, 1.69)
C (-1.49, -1.37, -1.83)
C (-2.22, -1.63, -3.11)
N (-0.28, -0.88, -1.79)
O (0.36, -0.61, -2.85)
H (-3.74, -2.25, 0.63)
H (-3.21, -3.46, -0.54)
H (-4.05, -2.02, -1.11)
H (-0.95, -1.72, 2.30)
H (-2.65, -2.63, -3.13)
H (-1.51, -1.53, -3.93)
H (-3.03, -0.92, -3.27)
C (1.82, 1.77, -3.50)
C (2.85, 1.68, -2.37)
S (2.45, 0.89, -0.76)
C (2.21, 2.38, 0.23)
C (0.90, 3.09, -0.06)
S (-0.57, 1.99, -0.14)
C (-1.41, 2.73, -1.58)
C (-0.91, 2.38, -2.97)
S (0.66, 3.16, -3.49)
H (1.24, 0.86, -3.53)
H (2.38, 1.84, -4.43)
H (3.23, 2.66, -2.09)
H (3.70, 1.10, -2.74)
H (3.05, 3.05, 0.10)
H (2.22, 2.04, 1.26)
H (0.94, 3.57, -1.03)
H (0.71, 3.85, 0.70)
H (-1.40, 3.81, -1.41)
H (-2.44, 2.39, -1.47)
H (-1.66, 2.71, -3.69)
H (-0.79, 1.30, -3.09)

Computed properties:
2S+1: 2
Charge: 0
<S²>: 0.759
LUMO energy (spin up / spin down) in eV: -0.77 / -1.69

Atom charges from the natural (NBO) analysis, given in e for atoms 1 to 8: number 1, Co, carries 0.7527; number 2, S, carries -0.4738; number 3, Sb, carries 0.9184; number 4, S, carries -0.5555; number 5, S, carries -0.6253; number 6, C, carries -0.6734; number 7, C, carries 0.2628; number 8, N, carries -0.1146

5.
ORCA calculation (wB97M-V/def2-TZVPD) on C3H4FO3Zn as an isolated structure.

CARTESIAN COORDINATES (ANGSTROEM)
C (0.43, -1.28, -0.67)
C (1.09, -0.29, 0.11)
H (-0.24, -1.89, -0.05)
H (-0.03, -0.91, -1.59)
F (1.82, 0.63, -0.61)
H (1.72, -0.63, 0.95)
Zn (1.86, -2.72, -1.35)
O (-2.12, 0.92, 0.94)
C (-0.92, 1.48, 0.65)
O (-0.83, 2.48, -0.05)
O (0.04, 0.74, 1.11)
H (-2.81, 1.47, 0.55)

Computed properties:
2S+1: 2
Charge: 0
Energy above the lowest of the compared OMol25 structures with the same formula, charge and spin in kcal per mole: 22.5
<S²>: 0.757
LUMO energy (spin up / spin down) in eV: -0.34 / -2.14

Atom charges from the natural (NBO) analysis, given in e for atoms 1 to 8: number 1, C, carries -0.9787; number 2, C, carries 0.5021; number 3, H, carries 0.2544; number 4, H, carries 0.2472; number 5, F, carries -0.3318; number 6, H, carries 0.1793; number 7, Zn, carries 0.6527; number 8, O, carries -0.6990

6.
ORCA calculation (wB97M-V/def2-TZVPD) on C2H11Li3N4O4 as an isolated structure.

CARTESIAN COORDINATES (ANGSTROEM)
Li (1.20, 0.97, 1.12)
Li (-0.66, 1.27, -0.18)
Li (1.99, 1.84, -0.88)
O (0.81, 1.21, -0.22)
H (0.50, 0.53, -0.85)
O (2.59, 1.79, 0.38)
H (3.49, 1.47, 0.40)
H (2.65, 2.67, 0.76)
C (-0.56, -0.73, -1.55)
O (-0.99, 0.21, -0.80)
N (-0.57, -0.83, -2.89)
N (0.01, -1.88, -1.21)
H (-0.18, -1.60, -3.41)
H (-0.93, -0.12, -3.51)
H (-0.18, -2.40, -0.36)
H (0.60, -2.23, -1.94)
C (-1.11, 0.17, 1.65)
O (-0.56, 1.12, 1.11)
N (-1.72, 0.15, 2.79)
N (-0.98, -1.02, 1.12)
H (-1.83, 0.97, 3.36)
H (-2.22, -0.67, 3.10)
H (-0.37, -1.05, 0.31)
H (-0.99, -1.85, 1.70)

Computed properties:
Charge: +2
LUMO energy in eV: -6.85

Atom charges from the natural (NBO) analysis, given in e for atoms 1 to 8: number 1, Li, carries 0.9286; number 2, Li, carries 0.8888; number 3, Li, carries 0.9581; number 4, O, carries -1.3702; number 5, H, carries 0.4423; number 6, O, carries -1.0239; number 7, H, carries 0.5249; number 8, H, carries 0.5260

7.
ORCA calculation (wB97M-V/def2-TZVPD) on an isolated molecule of C5H8N2.

CARTESIAN COORDINATES (ANGSTROEM)
C (-0.95, 1.16, 0.08)
C (-0.31, -0.19, -0.18)
C (1.05, -0.14, -0.77)
C (1.92, 0.78, -0.43)
N (2.83, 1.34, 0.18)
C (-0.72, -1.34, 0.67)
N (-1.11, -1.28, -0.74)
H (-0.34, 1.76, 0.76)
H (-1.05, 1.71, -0.86)
H (-1.94, 1.04, 0.53)
H (1.40, -0.94, -1.41)
H (2.80, 0.39, 0.67)
H (-1.49, -1.16, 1.43)
H (-0.02, -2.13, 0.93)
H (-2.07, -0.99, -0.85)

Computed properties:
Charge: 0
Energy above the lowest of the compared OMol25 structures with the same formula, charge and spin in kcal per mole: 82.6
LUMO energy in eV: 0.76

Atom charges from the natural (NBO) analysis, given in e for atoms 1 to 8: number 1, C, carries -0.6154; number 2, C, carries 0.0669; number 3, C, carries -0.4402; number 4, C, carries 0.3510; number 5, N, carries -0.5728; number 6, C, carries -0.2597; number 7, N, carries -0.5820; number 8, H, carries 0.2220

8.
ORCA calculation (wB97M-V/def2-TZVPD) on an isolated ion of composition C7H10NS2 and charge +1.

CARTESIAN COORDINATES (ANGSTROEM)
C (-0.76, -1.11, -0.69)
C (-0.32, -0.14, -1.31)
C (-2.03, -1.47, -0.08)
C (-2.57, -0.45, 0.54)
C (-2.14, 1.04, 0.33)
C (0.46, 1.02, -1.24)
C (3.68, -1.39, 0.01)
N (-0.76, 1.51, 0.60)
S (1.98, 1.17, -0.39)
S (2.28, -0.47, 0.76)
H (-2.23, -2.44, 0.08)
H (-3.42, -0.50, 1.23)
H (-2.31, 1.18, -0.81)
H (-2.76, 1.64, 0.84)
H (0.03, 2.01, -1.77)
H (3.84, -2.15, 0.78)
H (4.63, -0.87, -0.15)
H (3.30, -1.84, -0.96)
H (-0.67, 2.39, 1.08)
H (-0.25, 0.86, 1.16)

Computed properties:
Charge: +1
Energy above the lowest of the compared OMol25 structures with the same formula, charge and spin in kcal per mole: 62.1
LUMO energy in eV: -5.47

Atom charges from the natural (NBO) analysis, given in e for atoms 1 to 8: number 1, C, carries 0.1948; number 2, C, carries -0.1357; number 3, C, carries -0.2769; number 4, C, carries -0.0872; number 5, C, carries -0.2660; number 6, C, carries -0.1774; number 7, C, carries -0.7243; number 8, N, carries -0.7456

Number 1: DFT total energy -5060.447554 a.u.. Number 2: DFT total energy -1984.157490 a.u.. Number 3: DFT total energy -4152.533616 a.u.. Number 4: DFT total energy -4664.497458 a.u.. Number 5: DFT total energy -2221.535732 a.u.. Number 6: DFT total energy -624.569698 a.u.. Number 7: DFT total energy -304.703802 a.u.. Number 8: DFT total energy -1123.417053 a.u..